DFT (the ωB97M-V functional and the def2-TZVPD basis) results for a molecular structure, C21H24BCsF4O2Si.

* HOMO level: 0.70 eV
* charge: -2
* frontier orbital gap: 3.19 eV
* lowest unoccupied orbital energy: 3.89 eV
* maximum force: 2.82 eV/Å
* energy relative to the best compared isomer or geometry (same formula, charge and spin): 18.6 kcal/mol

Cartesian coordinates (Å):
Cs 2.685318 1.059613 1.938505
C 5.346941 -0.895214 3.052398
H 5.686978 -1.357219 2.123306
H 5.125750 -1.606590 3.825815
H 5.711441 0.132417 3.304741
O 0.402693 0.057317 1.407719
Si -0.511231 -0.550021 0.255782
C -2.097089 0.329712 -0.040585
C -2.764464 0.358265 -1.224547
C -4.002767 1.026821 -1.415856
C -4.421728 1.860756 -0.394761
C -3.751314 1.858303 0.852763
C -2.639340 1.066455 0.989069
C -1.014704 -2.249656 0.798548
C -2.334549 -2.757354 0.866177
C -2.638931 -3.967096 1.540179
C -1.579488 -4.752949 2.046027
C -0.308050 -4.200673 2.044960
C -0.079996 -2.966983 1.475988
C 0.376190 -1.127464 -1.312366
C -0.196282 -2.002204 -2.209104
C 0.505007 -2.578887 -3.266045
C 1.827491 -2.155880 -3.429721
C 2.402714 -1.176437 -2.583268
C 1.718307 -0.716941 -1.461177
H -2.455426 -0.117973 -2.121553
H -4.473303 0.873913 -2.355087
H -5.303090 2.457082 -0.428545
H -4.122029 2.551717 1.595895
H -2.227673 1.119710 1.974495
H -3.155658 -2.086337 0.507000
H -3.639800 -4.325873 1.468986
H -1.839436 -5.768501 2.487637
H 0.591041 -4.798381 2.356345
H 0.900938 -2.502444 1.712289
H -1.255625 -2.183337 -2.021641
H -0.000830 -3.296873 -3.917857
H 2.432892 -2.505106 -4.278691
H 3.385530 -0.808821 -2.822655
H 2.145971 0.046256 -0.841685
F 3.909612 1.226670 -0.862323
B 3.315926 2.133472 -1.880942
F 2.145935 2.529063 -1.075537
F 2.957994 1.467330 -3.044371
F 3.988796 3.296365 -2.078504
C -0.800101 4.819890 0.281052
C 0.061088 3.825010 1.215623
O 1.487392 3.955104 1.041058
H -1.419887 5.507467 0.923588
H -1.527941 4.220112 -0.298663
H -0.071042 5.306591 -0.366186
H -0.255580 2.750498 1.187560
H 0.059364 4.116355 2.288941
H 1.716071 3.502942 0.169220

Forces on atoms 1 to 2 (eV/Å):
Cs 1.1563 0.2363 0.2254
C -0.2254 0.8910 -0.4951

Results of the Löwdin charge analysis, in e, for atoms 1 through 6: 1.049 -0.291 -0.168 -0.199 -0.158 -0.668